(1)
ORCA calculation (the ωB97M-V functional and the def2-TZVPD basis) on C19H26I2N4OSSn as an isolated structure at a distorted geometry.

- Total charge: +2
- Electronic energy: -60978.4541 eV
- 2S+1: 1

Element x y z (Å)
Sn 0.03612 -0.43535 -0.58967
I 1.04572 -3.08825 6.41073
C 0.31012 -2.41325 4.58753
C -1.02138 -2.05475 4.46593
C -1.50488 -1.60415 3.22673
I -3.57768 -1.07525 3.20693
C -0.69788 -1.49385 2.06013
O -1.12268 -1.07875 0.92763
C 0.66642 -1.86435 2.24423
C 1.64732 -1.82125 1.07593
N 1.81332 -0.54375 0.38943
C 2.12782 0.58725 1.24343
C 1.01522 1.60525 1.23853
C 1.14542 2.81945 1.90923
C 0.07462 3.71085 1.89363
C -1.09538 3.35655 1.23053
C -1.13728 2.12895 0.59213
N -0.10148 1.27115 0.55843
C 1.15352 -2.32255 3.48953
H -1.68968 -2.11865 5.31713
H 1.32852 -2.57495 0.34463
H 2.63812 -2.14995 1.41513
H 2.55242 -0.65765 -0.44797
H 3.02802 1.07315 0.84773
H 2.36072 0.29675 2.27433
H 2.05662 3.05825 2.44293
H 0.14342 4.65995 2.41313
H -1.96168 4.00475 1.22303
H -2.02778 1.76875 0.08703
H 2.19762 -2.60495 3.57783
C -0.30998 1.54245 -2.81767
C 1.16822 1.11145 -2.79217
N 1.29712 -0.19365 -2.16547
C 0.97242 -1.34155 -3.02707
C -0.49808 -1.67375 -3.28387
S -1.50118 -1.75705 -1.76057
C -2.76788 -0.51575 -2.19207
C -2.38148 0.86575 -1.66917
N -0.93768 1.04795 -1.58827
H -0.79608 1.13345 -3.70847
H -0.39118 2.63315 -2.87897
H 1.72242 1.82965 -2.17607
H 1.61042 1.14265 -3.79397
H 2.33882 -0.45615 -1.77997
H 1.41572 -2.22395 -2.54547
H 1.49862 -1.24845 -3.98547
H -0.55358 -2.66345 -3.75127
H -0.92508 -0.97845 -4.00967
H -3.71648 -0.82505 -1.74057
H -2.92268 -0.49685 -3.27527
H -2.77298 0.95285 -0.64747
H -2.87118 1.66025 -2.24407
H -0.75918 1.98975 -0.69947
H 0.67772 -1.97445 -1.12347

=====

(2)
ORCA calculation (the ωB97M-V functional and the def2-TZVPD basis) on C21H39CdCl6FO22S as an isolated structure at a distorted geometry.

- Electronic energy: -160702.6682 eV
- 2S+1: 1

Element x y z (Å)
Cd 0.63266 1.39669 0.23415
S -0.81634 3.51040 0.28239
O -1.22176 4.40389 1.35833
O 0.60470 3.28821 0.20663
O -1.09127 2.12247 0.59063
O -1.30599 3.93711 -0.99639
C 4.70221 2.88495 -0.13966
O 4.69081 1.73695 -0.92076
C 3.59113 0.90743 -0.79495
O 2.63774 0.98807 0.01924
O 3.67526 -0.08348 -1.73783
C 4.90953 -0.49390 -2.40421
H 4.67347 2.65354 0.92511
H 3.79552 3.45445 -0.34383
H 5.60919 3.41957 -0.42191
H 4.59331 -1.43515 -2.85383
H 5.65567 -0.74818 -1.65140
H 5.26887 0.24315 -3.12236
C 2.28409 -2.94059 -0.20216
O 1.19298 -2.76757 0.80111
C 0.41606 -1.71354 0.88259
O 0.52009 -0.68256 0.24429
O -0.55912 -1.85924 1.75625
C -0.72417 -3.02123 2.57470
H 2.08426 -3.91192 -0.65459
H 3.23670 -3.06556 0.31264
H 2.26536 -2.12716 -0.92748
H 0.22127 -3.44733 2.91038
H -1.24334 -3.69086 1.88902
H -1.32580 -2.86910 3.47080
C -0.97399 2.07790 3.83292
O -0.09312 1.06321 4.19673
C 0.94034 0.69603 3.36853
O 1.03693 1.20989 2.25549
O 1.79630 -0.12097 3.98539
C 2.94206 -0.48582 3.29698
H -1.89237 2.15581 4.41482
H -1.36913 1.98409 2.82140
H -0.48153 3.03032 3.63674
H 2.66681 -1.00994 2.38176
H 3.54628 -1.13010 3.93567
H 3.56831 0.39716 3.16942
C -2.07970 -6.46433 1.39315
O -1.27545 -5.63208 0.60909
C -1.77873 -5.03299 -0.42572
O -2.83856 -5.28652 -1.02309
O -0.78513 -4.18019 -0.85859
C -0.91155 -3.60919 -2.17751
H -2.52002 -5.96100 2.25389
H -1.59066 -7.37962 1.72663
H -2.87332 -6.90220 0.78773
H -0.56167 -4.33342 -2.91315
H -0.21863 -2.77056 -2.24591
H -1.95207 -3.34693 -2.36888
C -1.82563 1.30164 -3.47194
O -0.69855 0.43548 -3.65612
C 0.44019 0.45334 -2.85587
O 0.59162 1.21119 -1.91913
O 1.17135 -0.58457 -3.08996
C 1.03270 -1.39853 -4.28165
H -1.77944 1.79215 -2.49963
H -2.75409 0.73670 -3.55497
H -1.80161 1.97054 -4.33223
H 0.67227 -0.76711 -5.09376
H 0.30508 -2.18688 -4.08889
H 2.02583 -1.78514 -4.51039
C -5.09958 -2.23022 -0.00881
C -4.37280 -1.79904 1.26506
O -3.31296 -1.01164 0.71752
C -3.21468 -1.16483 -0.57733
O -2.32367 -0.67829 -1.27130
O -4.17540 -1.94655 -1.04091
F -3.74830 -2.81840 1.86749
H -5.97433 -1.62224 -0.23965
H -5.38452 -3.28208 -0.03099
H -4.98626 -1.18722 1.92644
C 1.20770 5.08708 -2.37728
Cl 2.62528 5.61348 -1.48187
Cl 1.40017 5.40155 -4.08348
H 1.13424 4.01491 -2.19516
H 0.36156 5.68849 -2.04496
C 1.71181 5.59765 2.42246
Cl 2.65227 6.84967 3.32051
Cl 2.61054 4.17302 2.25085
H 0.84987 5.42950 3.06813
H 1.39148 5.94745 1.44107
C -4.23631 2.78285 0.59060
Cl -5.41754 3.17897 -0.63028
Cl -5.18256 2.17986 1.99060
H -3.59986 1.95984 0.26553
H -3.57038 3.59930 0.86994

=====

(3)
ORCA calculation (the ωB97M-V functional and the def2-TZVPD basis) on the molecule C4H11NOS at a distorted geometry.

- 2S+1: 1
- ΔE to the lowest compared entry with this formula, charge and spin: 30.3 kcal per mole

Element x y z (Å)
C 0.04925 -1.97941 -0.72920
N 0.62741 -0.65944 -0.94964
C 0.31783 0.40322 -0.04159
C -1.04468 1.04461 -0.24759
S -1.15485 1.97748 -1.81106
C 0.46493 -0.08144 1.40608
O 0.27598 0.94257 2.35543
H -1.01222 -1.93673 -0.48004
H 0.07158 -2.51715 -1.66990
H 0.59087 -2.53525 0.02706
H 0.61785 -0.39254 -1.92129
H 1.07699 1.18233 -0.17518
H -1.36634 1.67147 0.58491
H -1.81694 0.26819 -0.35678
H -0.00075 2.63868 -1.66131
H -0.26775 -0.85237 1.61193
H 1.45152 -0.53351 1.47221
H 1.11932 1.35930 2.58596

=====

(4)
ORCA calculation (the ωB97M-V functional and the def2-TZVPD basis) on the molecule C9H8O at a distorted geometry.

- 2S+1: 1
- ΔE to the lowest compared entry with this formula, charge and spin: 64.2 kcal per mole

Element x y z (Å)
C 1.30541 2.12979 -1.23359
C 1.74909 0.82568 -1.38813
C 0.21698 2.39430 -0.41808
C 1.12349 -0.21056 -0.72386
C -0.43050 1.36455 0.23593
C 0.01647 0.05129 0.08906
C -0.62430 -2.48274 1.09423
C -1.91519 -1.71691 0.93386
C -0.64320 -1.03360 0.74057
O -1.82356 -0.78388 1.95006
H 1.81138 2.93482 -1.74470
H 2.59608 0.61798 -2.02610
H -0.12476 3.40917 -0.28493
H 1.47166 -1.22525 -0.84105
H -1.27540 1.55297 0.87820
H -0.31702 -2.77745 2.08924
H -0.33642 -3.16173 0.30157
H -2.80021 -1.88841 0.34772

=====

(5)
ORCA calculation (the ωB97M-V functional and the def2-TZVPD basis) on a 2-piece molecular cluster, C5H10O2 overall.

- 2S+1: 1
- ΔE to the lowest compared entry with this formula, charge and spin: 71.6 kcal per mole

Element x y z (Å)
C -2.02948 -0.27915 -0.60499
C -0.73909 0.48356 -0.98637
C -0.04812 -0.33484 1.12911
O 0.14094 -1.52583 1.14568
C 0.44499 0.59806 0.05617
C 1.78511 0.22935 -0.57984
O 1.92088 -0.57507 -1.46556
H -2.70305 -0.24431 -1.46646
H -1.84818 -1.33843 -0.39046
H -2.56810 0.14941 0.25133
H -0.29859 -0.04206 -1.83985
H -1.00987 1.50191 -1.29005
H -0.76252 0.16688 1.82072
H 2.08257 -0.90825 1.92431
H 2.42973 -0.25717 2.01182
H 0.52955 1.61078 0.47375
H 2.67322 0.76517 -0.18931